A structure of composition C43H44BrCl2FeN3O2SSiTe, computed with the ωB97M-V functional and the def2-TZVPD basis.

Element x y z (Å)
Te 2.510 1.589 -2.053
Br -9.103 1.663 0.984
Fe -0.375 0.618 -0.684
Cl -0.455 2.946 -2.004
Cl -0.994 2.812 0.788
S 0.223 -0.828 -2.713
Si 1.008 0.192 2.587
O -3.611 0.233 -2.776
O -2.571 0.956 -0.957
N -0.295 -3.013 -4.060
N -2.127 -1.624 -3.615
N -1.223 -0.907 1.233
C 0.605 3.874 4.453
C 3.314 -1.975 5.321
C 4.512 2.490 -5.843
C 4.602 -1.841 4.829
C -1.062 3.874 -0.627
C 3.266 1.478 -4.060
C -0.400 3.679 5.387
C -2.958 -2.471 -4.227
C 1.421 0.670 0.845
C -1.431 -1.938 0.226
C -5.042 1.771 0.172
C -0.801 -1.903 -3.513
C -7.328 0.821 -1.091
C -6.275 1.953 0.769
C 4.820 -1.118 3.669
C 3.098 0.335 -4.825
C 3.967 2.561 -4.572
C 2.255 -1.382 4.657
C 3.642 0.270 -6.097
C -1.098 -3.848 -4.666
C -3.345 -2.706 1.674
C 6.035 -0.026 -0.021
C -2.172 -3.160 0.792
C -2.485 -0.356 1.733
C -0.260 -1.247 2.253
C 3.961 -1.087 -1.519
C -0.643 1.418 4.629
C 5.977 -1.389 -0.253
C 0.977 2.842 3.613
C 3.757 -0.529 3.009
C 4.352 1.345 -6.605
C 4.939 -1.918 -1.000
C 2.458 -0.648 3.492
C 4.023 0.279 -1.291
C -2.483 -3.639 -4.769
C -6.091 0.650 -1.681
C 0.359 1.594 3.678
C -4.939 1.101 -1.042
C -3.607 0.759 -1.647
C -7.409 1.464 0.136
C -1.022 2.445 5.474
C 5.057 0.809 -0.536
C -3.688 -1.245 1.400
H 2.535 -0.500 -4.434
H 3.138 -2.540 6.224
H -5.991 0.154 -2.635
H -0.460 -2.241 -0.179
H 5.065 3.331 -6.234
H -4.220 -3.327 1.492
H -8.223 0.455 -1.571
H 5.431 -2.300 5.348
H -2.522 -3.771 -0.041
H -0.742 -1.535 3.189
H 0.340 -2.092 1.919
H 4.888 -2.982 -1.180
H -2.579 -0.711 -3.223
H -4.540 -0.932 2.001
H 2.040 1.562 0.763
H -0.420 4.737 -0.462
H 5.105 1.874 -0.353
H -3.996 -2.172 -4.259
H 1.258 -1.493 5.056
H 1.885 -0.173 0.331
H -0.685 4.481 6.050
H 3.145 -1.501 -2.093
H -4.150 2.143 0.652
H 3.510 -0.623 -6.689
H -1.481 -3.770 1.374
H -0.637 -4.729 -5.090
H -2.641 0.627 1.284
H -1.796 2.285 6.211
H 4.779 1.293 -7.595
H -3.970 -1.122 0.353
H 1.108 4.829 4.389
H 5.821 -1.009 3.278
H -3.132 -4.351 -5.247
H -2.093 4.167 -0.818
H -6.357 2.463 1.718
H 3.940 0.029 2.103
H 6.843 0.394 0.560
H 4.095 3.456 -3.979
H 1.770 2.995 2.897
H -2.025 -1.493 -0.580
H -2.412 -0.217 2.812
H -1.131 0.459 4.723
H -3.082 -2.807 2.729
H 6.743 -2.037 0.146

Properties
- Charge: +1
- Frontier orbital gap (spin up / spin down): 7.985 / 5.814 eV
- E_LUMO (spin up / spin down): -2.570 / -4.720 eV
- Multiplicity: 6
- Relative energy (zero: lowest compared OMol25 entry of this formula, charge and spin): 177.6 kJ/mol
- ⟨S²⟩: 8.766

=====

The ion C4H8BrN2 with charge +1, computed with the ωB97M-V functional and the def2-TZVPD basis.

Element x y z (Å)
Br 0.143 -1.489 -2.624
N -0.532 0.640 0.576
N -0.848 2.665 -0.614
C 0.209 -1.707 0.334
C 0.439 -0.298 1.057
C -0.186 1.562 -0.315
C 0.971 -1.518 -1.015
H -0.592 2.909 -1.539
H -0.838 -1.707 0.096
H 1.993 -1.564 -0.770
H 0.420 -0.574 2.092
H 1.373 0.101 0.839
H 0.645 -2.471 0.999
H -1.446 0.597 1.105
H -1.750 2.854 -0.219

Properties
- Charge: +1
- Frontier orbital gap (spin up / spin down): 7.070 / 5.058 eV
- E_LUMO (spin up / spin down): -5.867 / -6.779 eV
- Relative energy (zero: lowest compared OMol25 entry of this formula, charge and spin): 492.9 kJ/mol

=====

A structure of composition C17H19CaClN4S, computed with the ωB97M-V functional and the def2-TZVPD basis.

Element x y z (Å)
Ca -0.122 -1.748 -1.516
Cl 4.986 -1.024 -0.769
S 0.886 -0.222 -3.416
N -0.645 0.213 -0.824
N 0.705 2.386 -3.228
N -1.583 -2.148 0.001
N -0.295 1.365 -1.475
C -2.166 -3.295 0.413
C -1.329 0.271 0.260
C 1.656 3.925 -1.512
C -3.000 -3.413 1.485
C 1.662 -0.026 1.192
C -3.448 -2.192 2.093
C -1.594 -1.051 0.962
C 0.978 -1.236 1.328
C 0.371 1.231 -2.590
C 2.887 0.046 0.552
C -1.805 1.566 0.840
C -2.855 -1.028 1.785
C 2.815 -2.330 0.167
C 3.455 -1.109 0.035
C 0.603 3.694 -2.597
C 1.578 -2.387 0.804
C -0.370 -1.276 1.977
H -0.571 -2.258 2.408
H 3.297 -3.227 -0.199
H -0.396 3.783 -2.172
H 1.345 2.280 -3.995
H 3.402 0.992 0.455
H -1.591 1.623 1.909
H 1.216 0.877 1.591
H -2.886 1.646 0.709
H 1.095 -3.349 0.946
H -4.319 -2.214 2.738
H 1.456 3.276 -0.661
H 2.651 3.698 -1.900
H -1.328 2.390 0.320
H -0.443 -0.522 2.763
H -1.985 -4.160 -0.226
H 0.706 4.438 -3.387
H -3.435 -4.365 1.750
H 1.637 4.966 -1.184
H -3.219 -0.084 2.167

Properties
- Frontier orbital gap: 6.414 eV
- E_LUMO: -0.330 eV
- Relative energy (zero: lowest compared OMol25 entry of this formula, charge and spin): 34.2 kJ/mol

=====

A structure of composition C24H40F30N8O23S10, computed with the ωB97M-V functional and the def2-TZVPD basis.

Element x y z (Å)
S -2.995 1.491 1.851
S -5.387 1.376 3.261
S -1.949 -4.206 2.417
S 6.135 -7.104 -4.406
S 0.761 3.783 -6.723
S 3.401 3.043 3.237
S 0.172 -3.228 3.911
S 3.730 -6.434 -3.420
S -1.099 1.816 -5.983
S 5.482 1.638 1.836
F 3.128 -4.551 -1.580
F 2.705 -4.007 4.669
F -2.765 -5.666 0.394
F 7.637 3.429 1.885
F -0.651 -5.077 0.240
F -7.510 -0.419 3.063
F 4.044 5.431 2.300
F -3.471 0.842 -6.840
F -0.591 1.087 2.930
F -5.589 -1.186 3.577
F -6.033 -0.454 1.599
F 1.954 5.113 2.133
F 8.488 -6.330 -4.836
F -1.747 2.777 3.852
F 7.665 1.991 0.314
F 3.490 3.438 -6.362
F 7.088 -5.361 -6.126
F 4.719 -3.978 -2.867
F 2.235 -3.791 2.496
F -2.285 -3.610 -0.088
F 6.272 3.538 0.101
F -0.697 3.082 2.034
F 7.158 -4.823 -4.040
F 2.311 1.758 -5.800
F -3.417 2.978 -6.453
F 3.207 4.097 0.767
F -2.581 2.147 -8.216
F 5.113 -5.394 -1.365
F 2.305 3.519 -4.618
F 1.571 -5.467 3.616
O 3.669 -7.583 -2.605
O 1.057 0.953 -2.910
O 6.466 -7.361 -3.030
O -3.029 -3.269 2.526
O 6.360 0.696 2.464
O 6.366 -8.196 -5.272
O -1.669 1.519 -4.679
O -5.713 1.624 4.663
O 2.503 2.030 2.794
O 2.503 -5.938 -3.943
O -5.888 2.305 2.268
O -0.494 -3.927 5.023
O -0.177 0.920 -6.607
O 0.539 -1.880 4.135
O -2.385 0.459 1.037
O -4.258 -2.384 6.056
O -3.503 2.667 1.191
O -2.005 -5.337 3.262
O 3.104 3.632 4.564
O 1.011 5.179 -6.490
O 4.491 1.389 0.833
O -5.101 3.452 -0.871
O 0.901 3.380 -8.116
N -2.487 4.227 -2.353
N -0.576 3.326 -5.875
N 4.953 2.640 3.040
N -0.605 -3.357 2.526
N 1.605 -0.415 -0.334
N -2.312 -1.239 4.350
N -3.839 0.931 3.014
N 4.728 -6.481 -4.626
C 2.628 -1.240 -1.037
C -1.904 -4.603 0.607
C -1.301 3.302 -1.895
C 1.812 1.053 -0.696
C -2.860 5.059 -1.132
C 4.185 -5.073 -2.276
C 7.292 -5.829 -4.902
C -2.680 1.913 -6.941
C -6.211 -0.227 2.842
C -3.662 3.455 -2.884
C -2.887 0.096 6.411
C 6.856 2.736 1.019
C -4.715 -3.675 5.563
C 1.760 -0.514 1.151
C -1.428 2.156 2.723
C 2.174 1.307 -2.117
C -2.934 -2.434 6.398
C 1.783 -4.163 3.667
C -4.416 2.644 -1.784
C -2.047 5.221 -3.375
C 3.104 4.540 2.052
C 0.176 -0.837 -0.613
C 2.290 3.047 -5.855
C -2.260 -1.188 5.851
H 2.869 -0.486 1.373
H -3.758 0.492 5.835
H -2.366 -3.361 6.007
H -4.376 4.138 -3.391
H -1.732 4.688 -4.300
H -1.795 2.432 -1.575
H -1.206 -1.236 6.167
H -0.939 3.808 -0.972
H 1.344 0.369 1.695
H -1.420 -0.937 3.889
H -3.169 -0.020 7.469
H -2.039 0.854 6.365
H -3.281 2.730 -3.651
H -2.866 4.464 -0.233
H -1.311 5.867 -3.007
H -3.703 1.955 -1.225
H -2.948 5.729 -3.674
H -0.663 3.256 -2.739
H 1.156 1.006 -3.838
H 1.349 -1.432 1.531
H -0.573 -0.218 -0.077
H -5.711 -3.587 5.138
H -3.856 5.542 -1.293
H -2.523 -2.196 3.987
H 2.593 -2.265 -0.558
H 2.403 -1.436 -2.078
H 0.078 -1.848 -0.220
H 2.500 2.365 -2.227
H 3.594 -0.830 -0.847
H -4.924 -4.396 6.321
H -4.048 -4.170 4.887
H -0.086 -0.930 -1.679
H -3.105 -0.682 4.017
H 2.547 1.481 -0.006
H 0.862 1.506 -0.445
H -2.091 5.800 -0.884
H -2.727 -2.345 7.454
H -5.017 3.144 0.027
H 3.065 0.722 -2.451
H -5.100 2.032 -2.367

Properties
- Charge: -2
- Frontier orbital gap: 8.932 eV
- E_LUMO: 2.818 eV

=====

The ion C3H8BINO2 with charge -1, computed with the ωB97M-V functional and the def2-TZVPD basis.

Element x y z (Å)
I 2.358 -1.573 1.857
O -2.554 2.658 0.022
O -2.457 0.554 -0.114
N -2.007 1.682 0.438
C 1.715 0.575 -0.150
C -0.303 -0.861 0.495
C 1.167 -0.809 0.165
B -1.304 -0.304 -0.711
H 1.031 1.105 -0.807
H 2.689 0.487 -0.635
H -0.731 0.366 -1.559
H -0.466 -0.367 1.456
H -1.864 -1.250 -1.241
H 1.870 1.141 0.767
H 1.408 -1.492 -0.646
H -0.554 -1.912 0.662

Properties
- Charge: -1
- Frontier orbital gap: 7.868 eV
- E_LUMO: 2.794 eV
- Relative energy (zero: lowest compared OMol25 entry of this formula, charge and spin): 17.0 kJ/mol

=====

A structure of composition C37H30CrO2P2S2, computed with the ωB97M-V functional and the def2-TZVPD basis.

Element x y z (Å)
Cr 0.246 -0.298 -0.319
S -1.576 -1.412 1.253
S -1.193 2.208 -0.738
P -0.447 -0.229 2.440
P -0.164 2.343 0.978
O 0.081 -2.827 -2.029
O -0.564 -1.014 -3.163
C -1.624 1.703 5.857
C 3.588 4.009 0.997
C 5.054 0.604 -1.305
C 2.094 -1.190 3.096
C 5.308 -2.814 0.150
C 4.072 1.486 -1.666
C 2.981 -2.222 -0.039
C 2.273 -0.001 -0.885
C 0.731 -1.331 3.318
C -0.715 -1.879 -4.271
C -2.780 -0.049 4.043
C 2.508 3.160 1.208
C 2.998 -2.047 3.714
C -0.887 1.226 4.786
C -3.278 3.704 3.268
C 2.709 1.181 -1.456
C 1.096 4.646 -0.040
C 5.670 -1.601 -0.365
C 1.179 -3.177 4.805
C -2.697 4.648 4.106
C -0.109 -1.624 -1.971
C -3.521 0.425 5.121
C 0.435 0.942 1.660
C 4.692 -0.645 -0.743
C -1.347 4.939 3.978
C 3.420 5.182 0.278
C 3.940 -3.133 0.307
C 3.312 -0.942 -0.561
C -1.156 3.347 2.168
C -2.515 3.066 2.302
C -2.944 1.301 6.029
C -1.459 0.344 3.871
C 2.544 -3.035 4.574
C -0.581 4.285 3.020
C 1.256 3.475 0.696
C 2.169 5.501 -0.243
C 0.279 -2.334 4.173
H 6.719 -1.352 -0.500
H 4.342 2.446 -2.099
H 0.818 -3.954 5.469
H 4.567 3.738 1.376
H 2.037 6.408 -0.821
H -1.177 2.406 6.551
H -3.525 1.683 6.861
H -0.884 5.673 4.629
H 2.614 2.222 1.741
H 6.068 -3.536 0.433
H 0.137 1.549 4.632
H -0.787 -2.460 4.331
H 4.056 -1.949 3.502
H 0.224 -2.381 -4.521
H -1.039 -1.260 -5.109
H 6.105 0.840 -1.445
H 4.264 5.841 0.104
H -4.553 0.117 5.244
H 2.424 -0.414 2.413
H -3.220 -0.714 3.309
H 0.477 4.508 2.935
H -1.460 -2.658 -4.080
H 3.651 -4.099 0.706
H 3.249 -3.704 5.055
H 0.126 4.863 -0.472
H -4.328 3.457 3.373
H -2.961 2.335 1.636
H -3.293 5.147 4.862
H 1.977 1.936 -1.737
H 1.929 -2.469 0.063

Properties
- Charge: -2
- Frontier orbital gap (spin up / spin down): 5.515 / 6.154 eV
- E_LUMO (spin up / spin down): 4.483 / 4.482 eV
- Multiplicity: 5
- Relative energy (zero: lowest compared OMol25 entry of this formula, charge and spin): 0.4 kJ/mol
- ⟨S²⟩: 6.034

=====

A cluster of 10 separate species, C5H27NO10 in total, computed with the ωB97M-V functional and the def2-TZVPD basis.

Element x y z (Å)
O 0.184 -2.784 3.015
O -0.499 1.935 0.182
O -0.112 -0.599 0.673
O -2.769 -1.262 -1.883
O -2.917 3.376 -0.019
O -0.091 0.156 3.615
O -2.592 -1.448 1.054
O -0.795 -1.526 -4.200
O 2.002 3.128 2.059
O -2.382 -3.761 -1.035
N -0.009 -0.210 -1.538
C 3.756 2.532 -0.516
C 3.956 1.216 -0.657
C 2.082 -0.244 0.033
C 0.606 -0.283 -0.310
C 2.891 0.312 -1.148
H 4.810 0.746 -0.178
H -1.917 -0.882 0.620
H 2.234 0.686 -1.927
H -2.111 -3.492 -0.137
H -1.158 -1.283 -3.344
H -3.321 2.513 -0.195
H -0.681 2.891 0.189
H 1.875 4.010 1.704
H -2.739 -2.185 -1.500
H -0.002 -2.723 2.071
H 2.027 0.455 0.886
H 2.921 3.081 -0.948
H -1.619 -4.322 -1.249
H -3.091 -0.914 -1.028
H 3.330 -0.543 -1.716
H -0.417 0.920 4.096
H -1.579 -1.732 -4.718
H 4.509 3.098 0.049
H -2.498 -1.223 1.994
H -3.493 3.954 -0.543
H 0.708 -0.608 -2.141
H 2.254 -1.262 0.405
H 2.164 2.587 1.275
H -0.223 0.157 2.655
H 0.152 -1.841 3.227
H -0.962 -0.549 -1.696
H -0.752 1.631 1.071

Properties
- Frontier orbital gap: 10.099 eV
- E_LUMO: 0.131 eV
- Relative energy (zero: lowest compared OMol25 entry of this formula, charge and spin): 369.8 kJ/mol
- SMILES string: C=CCCC(N)=O.O.O.O.O.O.O.O.O.O

=====

A cluster of 3 separate species, C4H16N2O2 in total, computed with the ωB97M-V functional and the def2-TZVPD basis.

Element x y z (Å)
O 1.995 3.324 -0.757
O -2.461 -1.909 -0.854
N 0.342 -2.056 -1.237
N 0.917 -0.433 2.143
C 0.031 0.952 0.234
C 1.098 -1.390 -0.110
C -1.408 1.333 -0.003
C 0.282 -0.481 0.787
H -0.645 -2.250 -1.045
H -2.005 0.594 -0.504
H 2.673 2.702 -0.462
H -1.899 1.447 0.966
H 0.402 -1.402 -2.037
H 1.554 0.354 2.175
H 1.470 -2.253 0.477
H -0.712 -0.805 1.072
H -2.833 -1.441 -0.087
H 0.680 1.041 -0.626
H 2.065 -0.989 -0.516
H -3.268 -1.915 -1.389
H 1.526 -1.232 2.282
H -1.585 2.305 -0.439
H 1.256 2.764 -1.004
H 0.527 1.739 0.934

Properties
- Frontier orbital gap: 9.240 eV
- E_LUMO: 0.453 eV
- Relative energy (zero: lowest compared OMol25 entry of this formula, charge and spin): 117.8 kJ/mol
- SMILES string: CC[C@H](N)CN.O.O

=====

no.,electronic energy (Eh)
1,-7693.292010
2,-2840.332401
3,-2414.249068
4,-10084.879929
5,-646.879302
6,-4102.057883
7,-1013.827469
8,-421.946553